Formula: C17H25N3O4
Source: the Open Molecules 2025 dataset
Level of theory: ωB97M-V/def2-TZVPD

Geometry as ORCA input:
```
! wB97M-V def2-TZVPD RIJCOSX def2/J DEFGRID3
* xyz 0 1
C 2.9858 -0.3698 -0.3292
C 4.3059 -0.0421 -1.1097
C 2.7468 0.7051 0.7217
C 1.3425 0.8073 1.3059
C 1.0188 -0.3185 2.2944
C 1.1439 2.1854 1.9497
C -1.8516 1.9797 -0.3142
C -2.1665 3.4506 -0.5634
C -1.5437 1.1919 -1.5688
C -1.2609 -0.2340 -1.2146
C -0.0008 -0.6862 -1.2549
C -2.0752 -1.3539 -0.8246
C -1.2068 -2.4458 -0.6078
C -3.4315 -1.5677 -0.5616
C -1.6339 -3.7216 -0.2723
C -3.8411 -2.7786 -0.0046
C -2.9845 -3.8764 -0.0347
H 3.9964 -1.7068 0.7775
H 3.2023 -2.3910 -0.4708
H 2.2677 -0.3919 -1.0719
H 2.9930 1.6510 0.3084
H 3.4988 0.5282 1.5428
H 0.6485 0.7554 0.4948
H 0.0062 -0.1976 2.6910
H 1.7060 -0.2810 3.1630
H 1.0604 -1.2761 1.8750
H 0.0892 2.3596 2.1915
H 1.6727 2.2660 2.8685
H 1.4737 2.9947 1.3010
H 3.4269 1.5897 -1.7776
H -2.7400 0.4777 0.6958
H -3.1611 1.9896 1.1373
H -1.0501 1.9365 0.3416
H -0.6899 1.5892 -1.9737
H -2.3946 1.3068 -2.3026
H 0.7729 -0.1274 -1.6549
H 0.9471 -2.5268 -0.8014
H -4.2346 -0.7087 -0.6983
H -0.9621 -4.5466 -0.0986
H -4.9385 -2.9458 0.2635
H -3.3422 -4.8343 0.2063
H -0.9556 3.4097 -1.9785
N 3.0863 -1.6819 0.2799
N -3.0233 1.4130 0.3644
N 0.0836 -2.0028 -0.8699
O 5.3045 -0.7166 -1.0919
O 4.2471 1.0964 -1.8408
O -2.9300 4.0472 0.1763
O -1.6082 3.9992 -1.6592
*
```

Results
Energy, eV: -30694.70284
Energy relative to the best compared isomer or geometry (same formula, charge and spin), kcal/mol: 45.4
LUMO energy, eV: -0.22
Frontier orbital gap, eV: 8.10
E_HOMO, eV: -8.31

The net atomic charges from natural (NBO), expressed in e, are:
1. C -0.152
2. C 0.775
3. C -0.388
4. C -0.236
5. C -0.606
6. C -0.602
7. C -0.174
8. C 0.785
9. C -0.425
10. C -0.040
11. C -0.034
12. C -0.162
13. C 0.217
14. C -0.185
15. C -0.269
16. C -0.244
17. C -0.202
18. H 0.380
19. H 0.358
20. H 0.192
21. H 0.196
22. H 0.213
23. H 0.200
24. H 0.206
25. H 0.201
26. H 0.230
27. H 0.210
28. H 0.210
29. H 0.200
30. H 0.484
31. H 0.363
32. H 0.374
33. H 0.198
34. H 0.180
35. H 0.234
36. H 0.186
37. H 0.421
38. H 0.243
39. H 0.218
40. H 0.220
41. H 0.211
42. H 0.477
43. N -0.829
44. N -0.813
45. N -0.553
46. O -0.566
47. O -0.682
48. O -0.566
49. O -0.654



Formula: C17H25N5O5PdSSe
Source: the Open Molecules 2025 dataset
Level of theory: ωB97M-V/def2-TZVPD

Geometry as ORCA input:
```
! wB97M-V def2-TZVPD RIJCOSX def2/J DEFGRID3
* xyz 2 1
Pd -0.4453 -0.7928 0.2772
O -1.6584 -2.0757 1.9032
C -1.9433 -2.8455 3.0834
C -1.0429 -2.4985 4.2543
N 0.3117 -3.1171 4.2282
C 0.4587 -4.3792 4.2462
C 0.8197 -3.7628 -0.5194
O 1.5028 -4.6808 -0.5777
O 0.1051 -2.8364 -0.5158
C 1.4729 -2.2553 4.0021
C 1.6595 -2.1751 2.4597
O 1.6825 -3.2680 1.8818
O 1.7229 -1.0186 1.9891
H -2.3137 -2.3490 1.2493
H -1.8838 -3.9126 2.8557
H -2.9639 -2.6181 3.3974
H -1.5243 -2.8404 5.1700
H -0.9105 -1.4213 4.3202
H -0.4081 -5.0244 4.3215
H 1.4534 -4.7995 4.1937
H 2.3492 -2.7278 4.4408
H 1.2996 -1.2840 4.4515
C -0.2113 4.2230 -0.1899
N -1.3411 3.4653 -0.7145
C -1.7729 2.2725 -0.3008
Se -1.0925 1.2909 1.1639
N -2.8122 1.9089 -1.0645
C -3.0736 2.8928 -2.0099
C -4.0277 2.9978 -3.0149
C -3.9915 4.1506 -3.7715
C -3.0429 5.1609 -3.5395
C -2.0971 5.0542 -2.5412
C -2.1348 3.8912 -1.7796
H 0.3126 3.6148 0.5406
H -0.5699 5.1371 0.2791
H 0.4588 4.4693 -1.0111
H -3.3325 1.0596 -0.9156
H -4.7620 2.2245 -3.1929
H -4.7149 4.2846 -4.5636
H -3.0596 6.0465 -4.1592
H -1.3729 5.8363 -2.3609
C 3.8565 -1.3255 -0.7663
N 2.6216 -0.5378 -0.7364
C 1.8651 -0.2412 -1.7693
S 0.1974 0.2617 -1.5877
N 2.3015 -0.2643 -3.0286
C 3.6842 -0.0604 -3.4755
H 3.9699 -1.7678 0.2206
H 4.7294 -0.7158 -0.9862
H 3.7758 -2.1307 -1.4949
H 2.2296 -0.3883 0.2040
H 1.5847 -0.1430 -3.7268
H 4.1686 0.7007 -2.8667
H 3.6455 0.2928 -4.5017
H 4.2645 -0.9784 -3.4507
*
```

Results
Energy, eV: -115371.83992
Energy relative to the best compared isomer or geometry (same formula, charge and spin), kcal/mol: 16.4
LUMO energy (spin up / spin down), eV: -6.75 / -6.75
Frontier orbital gap (spin up / spin down), eV: 7.14 / 7.14
E_HOMO (spin up / spin down), eV: -13.89 / -13.89

The net atomic charges from natural (NBO), expressed in e, are:
1. Pd 0.581
2. O -0.752
3. C -0.070
4. C -0.261
5. N -0.215
6. C 0.125
7. C 1.097
8. O -0.428
9. O -0.626
10. C -0.344
11. C 0.766
12. O -0.738
13. O -0.776
14. H 0.501
15. H 0.191
16. H 0.214
17. H 0.254
18. H 0.248
19. H 0.216
20. H 0.245
21. H 0.247
22. H 0.241
23. C -0.418
24. N -0.333
25. C 0.275
26. Se 0.081
27. N -0.504
28. C 0.102
29. C -0.215
30. C -0.171
31. C -0.179
32. C -0.222
33. C 0.156
34. H 0.245
35. H 0.236
36. H 0.230
37. H 0.447
38. H 0.242
39. H 0.243
40. H 0.243
41. H 0.241
42. C -0.429
43. N -0.572
44. C 0.372
45. S -0.053
46. N -0.565
47. C -0.424
48. H 0.246
49. H 0.222
50. H 0.214
51. H 0.470
52. H 0.424
53. H 0.217
54. H 0.240
55. H 0.221



Formula: C17H25NO
Source: the Open Molecules 2025 dataset
Level of theory: ωB97M-V/def2-TZVPD

Geometry as ORCA input:
```
! wB97M-V def2-TZVPD RIJCOSX def2/J DEFGRID3
* xyz 0 1
C 5.1766 0.7989 -3.6167
C 4.1509 0.9611 -2.8023
C 3.1505 -0.1004 -2.4721
C 3.0481 -0.3356 -0.9861
C 4.1853 -0.3709 -0.1982
C 4.1081 -0.5911 1.1672
C 2.8721 -0.7802 1.7536
C 1.7198 -0.7534 0.9855
C 1.7946 -0.5322 -0.3853
O 0.7142 -0.4926 -1.2150
C -0.5744 -0.6685 -0.6578
C -1.5957 -0.4745 -1.7731
H -1.4759 0.5292 -2.1845
C -3.0333 -0.6693 -1.2945
H -3.1280 -1.6399 -0.8056
C -3.5234 0.4334 -0.3529
N -2.8518 0.4316 0.9273
C -3.0484 1.6398 1.7061
C -2.4296 1.2779 3.0526
H -1.3503 1.4197 3.0075
H -2.8247 1.8853 3.8644
C -2.7660 -0.2133 3.2121
H -3.5612 -0.3649 3.9409
H -1.8961 -0.7774 3.5441
C -3.2216 -0.6591 1.8139
H -4.3127 -0.8289 1.8001
H -2.7317 -1.5810 1.4965
H -4.1196 1.8836 1.8245
H -2.5523 2.4835 1.2231
H -4.6191 0.3301 -0.2256
H -3.3337 1.4034 -0.8210
H -3.6901 -0.6733 -2.1670
H -1.3777 -1.1886 -2.5702
H -0.6649 -1.6815 -0.2408
H -0.7604 0.0606 0.1377
H 0.7657 -0.9054 1.4650
H 2.7945 -0.9527 2.8172
H 5.0067 -0.6147 1.7649
H 5.1465 -0.2216 -0.6687
H 2.1662 0.2002 -2.8391
H 3.4235 -1.0349 -2.9707
H 3.9852 1.9135 -2.3148
H 5.8691 1.5952 -3.8320
H 5.3652 -0.1411 -4.1101
*
```

Results
Energy, eV: -21571.43426
Energy relative to the best compared isomer or geometry (same formula, charge and spin), kcal/mol: 46.8
LUMO energy, eV: 0.87
Frontier orbital gap, eV: 9.06
E_HOMO, eV: -8.19

The net atomic charges from natural (NBO), expressed in e, are:
1. C -0.408
2. C -0.154
3. C -0.472
4. C -0.088
5. C -0.187
6. C -0.242
7. C -0.200
8. C -0.313
9. C 0.384
10. O -0.522
11. C -0.080
12. C -0.408
13. H 0.202
14. C -0.401
15. H 0.199
16. C -0.208
17. N -0.450
18. C -0.214
19. C -0.406
20. H 0.207
21. H 0.211
22. C -0.413
23. H 0.209
24. H 0.209
25. C -0.224
26. H 0.163
27. H 0.197
28. H 0.157
29. H 0.202
30. H 0.165
31. H 0.196
32. H 0.214
33. H 0.210
34. H 0.163
35. H 0.207
36. H 0.215
37. H 0.210
38. H 0.211
39. H 0.218
40. H 0.241
41. H 0.217
42. H 0.197
43. H 0.197
44. H 0.188